Model i:
{
  "formula": "C6H29NO9",
  "method": "ωB97M-V with the def2-TZVPD basis set",
  "orbital_gap_ha": 0.3706,
  "smiles": "CCCNC(=O)CC.O.O.O.O.O.O.O.O",
  "total_charge": 0,
  "e_lumo_ev": 0.1,
  "symbols": ["O", "O", "O", "O", "O", "O", "O", "O", "O", "N", "C", "C", "C", "C", "C", "C", "H", "H", "H", "H", "H", "H", "H", "H", "H", "H", "H", "H", "H", "H", "H", "H", "H", "H", "H", "H", "H", "H", "H", "H", "H", "H", "H", "H", "H"],
  "coordinates": [[-1.0114, 1.7409, 2.4634], [2.4106, -2.5294, 1.1806], [1.3610, -1.7415, 3.5034], [-1.1193, -1.0421, 2.4501], [-0.0650, -3.6838, 0.6724], [2.6188, 0.8342, 2.0513], [3.1722, -0.6167, -0.4020], [-1.4007, -1.1873, -1.5004], [1.0477, -2.2821, -1.3145], [-0.2796, 0.6401, -0.6856], [-1.3743, -0.0471, -1.0162], [-0.1309, 3.0659, -1.3057], [-0.2961, 2.0210, -0.1929], [0.6147, 2.6997, -2.5711], [-2.7948, 0.5086, -0.6932], [-3.3328, 0.9689, -2.0310], [0.1731, 4.0135, -0.8341], [2.6609, -0.8998, -1.1765], [-2.8258, 1.3379, 0.0218], [-1.2705, 2.1677, 0.2455], [1.6766, -0.8543, 3.2800], [1.1954, -3.1072, -1.8007], [1.5697, 3.1888, -2.7103], [-3.2623, 0.1820, -2.7993], [1.7495, -2.3447, 2.8441], [-0.5655, -2.9770, 0.2570], [-2.6476, 1.6611, -2.5963], [-0.6036, -4.4133, 0.9837], [-1.0441, 0.8012, 2.2206], [0.0724, -2.2071, -1.5223], [-4.4163, 1.2661, -2.1129], [0.3289, 2.1487, 0.7027], [-0.8423, 2.0901, 3.3309], [-0.1216, 2.8393, -3.3706], [2.1904, -3.4798, 1.1113], [-0.4527, -1.6466, 2.1079], [1.8144, -2.4468, 0.3836], [-1.1544, 3.2190, -1.6370], [-3.4382, -0.2093, -0.2011], [0.5923, 0.1231, -0.6915], [-1.1393, -1.1648, 3.4047], [2.6450, 1.1139, 1.1221], [3.2054, 0.0873, 1.8352], [3.5797, -1.4798, -0.2365], [0.9104, 1.6412, -2.7710]]
}

Model ii:
{
  "formula": "C6H29NO9",
  "method": "ωB97M-V with the def2-TZVPD basis set",
  "orbital_gap_ha": 0.3439,
  "smiles": "CCN[C@@H](C)CC=O.O.O.O.O.O.O.O.O",
  "total_charge": 0,
  "e_lumo_ev": 0.3,
  "symbols": ["O", "O", "O", "O", "O", "O", "O", "O", "O", "N", "C", "C", "C", "C", "C", "C", "H", "H", "H", "H", "H", "H", "H", "H", "H", "H", "H", "H", "H", "H", "H", "H", "H", "H", "H", "H", "H", "H", "H", "H", "H", "H", "H", "H", "H"],
  "coordinates": [[-3.1517, -3.5221, 2.3010], [3.6940, 1.8715, -2.9498], [2.3542, -0.4098, 1.5547], [1.4902, 0.5498, -1.7593], [-2.8420, -0.1417, 0.7823], [-1.9283, -2.0567, -3.1284], [3.1431, -3.2853, 0.5398], [-2.4395, -3.1362, -0.3203], [1.2583, -3.5802, -1.5385], [-0.6129, 2.2455, 0.3534], [-2.1563, 2.7008, -1.3997], [-1.0621, 3.3062, -0.5444], [0.2539, 2.6276, 1.4596], [0.8451, 1.3121, 2.0984], [2.2075, 0.7685, 1.7182], [-0.2537, 3.6868, 2.4615], [-1.7582, -3.5392, -0.8720], [-2.5137, -3.5497, 3.0252], [-2.6754, 3.3507, -2.0887], [-1.4276, 1.7611, 0.7623], [-3.1414, -3.1272, -0.9738], [0.4103, 3.5128, 3.3110], [4.3411, 1.4330, -2.3921], [1.0636, -4.3288, -2.0953], [2.7785, -2.4609, 0.9023], [-1.1386, -1.9519, -3.6834], [3.0985, 2.3188, -2.3509], [-2.9681, 2.1569, -0.8807], [-1.8277, 1.9506, -2.1278], [1.0941, -0.3224, -1.6496], [2.1907, -3.5869, -1.2384], [3.0443, 1.5043, 1.5767], [-2.1141, -0.7012, 0.4825], [-1.3703, 4.1314, 0.1374], [1.1266, 3.1220, 0.9435], [0.8703, 1.5788, 3.1796], [-0.1760, 4.7175, 2.1381], [2.6852, -3.8896, 1.1447], [-2.6202, -3.7863, 1.5341], [0.0921, 0.5080, 2.0427], [-0.2799, 3.4364, -1.3215], [0.9400, 1.2665, -1.4351], [-1.3113, 3.4751, 2.6492], [-2.4414, -1.2311, -3.1423], [-3.4686, -0.7965, 1.0981]]
}

model i ends up most stable, edging out the next structure by 71.9 kJ/mol.

Model i:
{
  "formula": "CHO3PS2",
  "method": "ωB97M-V with the def2-TZVPD basis set",
  "orbital_gap_ha": 0.2237,
  "total_charge": -2,
  "e_lumo_ev": 6.0,
  "symbols": ["S", "S", "P", "O", "O", "O", "C", "H"],
  "coordinates": [[2.6162, 2.3013, 0.5199], [-0.6648, 1.6611, -2.3680], [0.6599, 0.6159, -1.3035], [-0.0429, -0.8631, -0.9233], [1.9382, 0.2037, -2.1372], [0.3369, 1.3845, 1.3478], [1.1391, 1.4805, 0.4125], [0.5454, -1.2217, -1.5776]]
}

Model ii:
{
  "formula": "CHO3PS2",
  "method": "ωB97M-V with the def2-TZVPD basis set",
  "orbital_gap_ha": 0.1981,
  "smiles": "O=[P@@]([O-])(O)C(=S)[S-]",
  "total_charge": -2,
  "e_lumo_ev": 5.7,
  "symbols": ["S", "S", "P", "O", "O", "O", "C", "H"],
  "coordinates": [[-1.7250, 1.7548, 1.4550], [1.5460, 1.1681, 1.2823], [-0.4216, -0.3850, -0.5540], [1.1022, -0.7050, -1.2287], [-1.4548, 0.0982, -1.4799], [-0.6578, -1.6158, 0.2412], [0.0527, 0.8037, 0.7117], [1.5582, -1.1190, -0.4274]]
}

model i ends up most stable, edging out the next structure by 97.0 kJ/mol.

Model i:
{
  "formula": "C3H7ClN2Si",
  "method": "ωB97M-V with the def2-TZVPD basis set",
  "orbital_gap_ha": [0.3092, 0.3093],
  "total_charge": 0,
  "e_lumo_ev": [-1.0, -1.0],
  "symbols": ["Cl", "Si", "N", "N", "C", "C", "C", "H", "H", "H", "H", "H", "H", "H"],
  "coordinates": [[-0.6245, -1.3098, 2.3074], [-0.3550, -0.7145, 0.3646], [1.4460, 0.0191, 0.5192], [-1.3963, 0.6164, 0.1525], [1.4335, 1.2918, 0.4398], [0.3448, 2.1577, 0.0443], [-0.3148, -2.3638, -0.7820], [2.2897, 1.9909, 0.6650], [-0.2240, 2.6188, 0.7879], [0.7179, -2.7597, -0.8351], [-0.7604, -2.1735, -1.7802], [-1.7419, 0.9983, -0.7499], [0.1876, 2.5897, -0.9255], [-1.0027, -2.9612, -0.2080]]
}

Model ii:
{
  "formula": "C3H7ClN2Si",
  "method": "ωB97M-V with the def2-TZVPD basis set",
  "orbital_gap_ha": 0.3769,
  "total_charge": 0,
  "e_lumo_ev": 0.8,
  "symbols": ["Cl", "Si", "N", "N", "C", "C", "C", "H", "H", "H", "H", "H", "H", "H"],
  "coordinates": [[2.5888, -0.7943, 0.7455], [0.7857, 0.0798, 0.4260], [0.1175, -0.2347, -1.1330], [-0.4934, -0.8034, 1.2378], [0.9139, 1.9104, 0.8820], [-1.2806, -1.3041, 0.3941], [-1.0421, -1.0836, -1.0704], [-0.8883, -2.0523, -1.5644], [-1.9216, -0.6095, -1.5251], [1.1922, 2.0205, 1.9243], [-2.1304, -1.8960, 0.7123], [1.6773, 2.3982, 0.2853], [0.5046, -0.0638, -2.0419], [-0.0236, 2.4326, 0.7275]]
}

model ii ends up most stable, edging out the next structure by 379.3 kJ/mol.

Model i:
{
  "formula": "C22H26N2O5",
  "method": "ωB97M-V with the def2-TZVPD basis set",
  "orbital_gap_ha": 0.3074,
  "smiles": "CC1(C)CC(=O)C(=C(\\O)CCCN2C(=O)c3ccccc3C2=O)/C(=N/CCO)C1",
  "total_charge": 0,
  "e_lumo_ev": -0.2,
  "symbols": ["O", "O", "O", "O", "O", "N", "N", "C", "C", "C", "C", "C", "C", "C", "C", "C", "C", "C", "C", "C", "C", "C", "C", "C", "C", "C", "C", "C", "C", "H", "H", "H", "H", "H", "H", "H", "H", "H", "H", "H", "H", "H", "H", "H", "H", "H", "H", "H", "H", "H", "H", "H", "H", "H", "H"],
  "coordinates": [[-0.2943, -1.4765, 1.9432], [-1.3985, -0.4767, -2.3585], [-3.9150, -1.0162, -0.7850], [-0.8751, 1.8252, -1.5857], [3.7508, -0.9218, 2.3742], [-2.0074, -1.5299, 0.3974], [2.0103, -1.6544, -0.3176], [-1.6502, 0.4726, 1.4331], [2.5786, 2.0321, -0.7340], [2.8397, 0.6433, -0.1582], [3.4942, 3.0527, -0.0547], [-3.3864, 1.8406, 0.4521], [-1.1822, -0.9309, 1.3349], [0.5602, 0.0013, -1.1330], [1.1189, 2.3700, -0.4370], [-2.7532, 0.6239, 0.5894], [1.8254, -0.4141, -0.5217], [-2.8877, 2.9129, 1.1843], [-1.8628, -2.8884, -0.0799], [2.8332, 2.0518, -2.2434], [-0.1124, -2.3675, -1.8884], [-1.7999, 2.7613, 2.0298], [-1.1635, 1.5318, 2.1697], [-0.4607, -3.1582, -0.6188], [-3.0191, -0.6852, -0.0531], [0.1833, 1.4004, -1.1018], [3.1621, -2.1992, 0.3372], [3.0731, -2.0512, 1.8723], [-0.3044, -0.8887, -1.7562], [-1.4816, 0.5224, -2.2341], [2.2446, 1.2899, -2.7499], [0.2732, -2.9147, 0.1472], [3.8849, 1.8659, -2.4522], [3.3202, 3.0734, 1.0190], [3.4621, -2.9624, 2.3455], [-2.0675, -3.5794, 0.7450], [2.5685, 3.0211, -2.6605], [0.9335, -2.5700, -2.1184], [2.0270, -1.9248, 2.1593], [-2.6236, -3.0191, -0.8548], [-0.3171, 1.4025, 2.8274], [2.8701, 0.6975, 0.9338], [-0.3841, -4.2207, -0.8509], [3.3144, 4.0494, -0.4518], [3.1663, -3.2655, 0.0895], [0.9449, 2.3161, 0.6417], [-4.2300, 1.9519, -0.2103], [0.8578, 3.3772, -0.7684], [4.1107, -1.7611, -0.0103], [-1.4369, 3.6131, 2.5859], [4.5382, 2.8000, -0.2268], [4.6947, -1.0243, 2.2076], [-3.3543, 3.8819, 1.0902], [3.8241, 0.2928, -0.4845], [-0.7567, -2.6939, -2.7078]]
}

Model ii:
{
  "formula": "C22H26N2O5",
  "method": "ωB97M-V with the def2-TZVPD basis set",
  "orbital_gap_ha": 0.3296,
  "smiles": "CCOc1cc(C(=O)NCc2ccccc2)ccc1OCC(=O)N1CCOCC1",
  "total_charge": 0,
  "e_lumo_ev": 0.5,
  "symbols": ["O", "O", "O", "O", "O", "N", "N", "C", "C", "C", "C", "C", "C", "C", "C", "C", "C", "C", "C", "C", "C", "C", "C", "C", "C", "C", "C", "C", "C", "H", "H", "H", "H", "H", "H", "H", "H", "H", "H", "H", "H", "H", "H", "H", "H", "H", "H", "H", "H", "H", "H", "H", "H", "H", "H"],
  "coordinates": [[-1.5589, 3.9327, 0.2952], [-3.1436, -0.1861, -1.4394], [-2.2813, -0.9614, 0.8446], [3.2211, -0.3561, -1.3333], [-2.7829, 2.1943, -3.9621], [2.7152, -2.1527, -0.0638], [-3.0192, 2.7296, -1.7923], [4.5981, -1.9195, 4.5410], [-3.3926, 2.5022, -0.4129], [-2.1496, 2.6674, 0.4727], [-1.3257, -0.8320, -0.1155], [-3.1083, 1.8795, -2.8313], [4.0789, -0.8967, 3.7641], [-3.6740, 0.4781, -2.5638], [0.4567, -0.3849, -2.2034], [-3.1481, -1.3795, 3.0063], [4.2786, -2.2749, 1.8007], [0.0236, -1.0799, 0.0573], [-1.1797, 4.1275, -1.0497], [2.3876, -1.0762, -0.8192], [-1.8967, -1.3648, 2.1429], [4.0781, -2.4517, 0.3177], [3.9217, -1.0730, 2.4019], [-2.3906, 4.0246, -1.9807], [0.9218, -0.8629, -0.9902], [4.7943, -3.2959, 2.5859], [-1.7949, -0.3822, -1.3719], [-0.8964, -0.1566, -2.3999], [4.9578, -3.1177, 3.9493], [-3.1125, 4.8111, -1.7354], [-3.8158, 1.5113, -0.2701], [-4.7491, 0.5531, -2.3714], [-1.2339, 0.2096, -3.3555], [4.7240, -1.7814, 5.6047], [3.5258, -0.2745, 1.7908], [5.3651, -3.9174, 4.5504], [-0.4298, 3.3763, -1.3411], [0.3937, -1.3964, 1.0206], [-2.8988, -1.6978, 4.0144], [-2.4220, 2.5998, 1.5270], [-2.0908, 4.1110, -3.0252], [-1.4230, 1.8768, 0.2311], [4.3339, -3.4724, 0.0147], [-1.4472, -2.3676, 2.1112], [-1.1590, -0.6618, 2.5556], [-3.5852, -0.3855, 3.0421], [-3.5256, -0.1068, -3.4802], [1.9865, -2.7234, 0.3323], [4.7054, -1.7473, -0.2385], [1.1621, -0.1939, -2.9963], [-3.8792, -2.0633, 2.5845], [-4.1326, 3.2617, -0.1302], [-0.7362, 5.1226, -1.1015], [3.8010, 0.0419, 4.2208], [5.0758, -4.2336, 2.1276]]
}

model i ends up most stable, edging out the next structure by 112.2 kJ/mol.